{
  "formula": "C33H34N2O6PtTe",
  "method": "ωB97M-V/def2-TZVPD",
  "symbols": ["H", "H", "H", "H", "C", "H", "C", "H", "H", "C", "H", "H", "H", "H", "C", "C", "Te", "H", "H", "C", "C", "C", "H", "H", "H", "N", "H", "C", "C", "C", "C", "H", "H", "H", "O", "C", "H", "H", "C", "O", "H", "H", "C", "H", "O", "C", "H", "H", "C", "H", "C", "C", "C", "C", "O", "H", "H", "H", "C", "H", "C", "C", "C", "H", "Pt", "C", "C", "C", "O", "H", "C", "C", "C", "N", "C", "C", "O"],
  "xyz": [[2.1706, 5.6523, 0.4949], [3.0651, 1.5692, -2.1893], [-1.5508, -5.7322, -2.1983], [-0.5746, -2.0486, 3.7219], [-4.1344, -0.6755, -3.4985], [4.5518, 1.0274, 3.7204], [-1.5384, -3.4380, -0.8076], [-2.5946, -0.7984, 3.1727], [0.0750, 2.7033, -2.0583], [-0.7709, 3.0701, -1.4854], [-2.5047, 5.9133, -0.8825], [-0.3243, -2.6384, 2.0790], [-6.0530, -1.4452, -0.8167], [-2.1074, 0.0203, -3.4034], [-0.6717, -0.4924, 2.2278], [2.8051, 1.6014, -0.0499], [-0.9544, 0.1396, -0.8165], [-0.5700, 5.0892, -2.1843], [0.9739, -1.7455, 2.9100], [-0.2532, 0.6612, 3.1504], [-0.3785, -4.1734, -1.4060], [-2.9434, -0.3130, -1.4432], [-6.1384, -1.4063, -3.2880], [0.8315, 0.7069, 3.2282], [2.6765, -5.7203, -3.1137], [0.8260, -3.5889, -1.2422], [0.4562, -6.8242, -3.3261], [2.1509, 3.6029, 1.1687], [-1.1346, 4.4084, -1.5597], [0.5762, -5.9186, -2.7459], [3.0899, -3.3805, -1.7275], [-4.1599, -0.6729, -4.5802], [-3.1896, 1.9750, 0.6341], [-0.6829, 0.4959, 4.1411], [3.1129, -2.2949, -1.0965], [-0.1048, -1.8143, 2.7646], [-0.6090, 1.6178, 2.7587], [2.0664, 0.2555, -1.5633], [2.5143, 2.9758, 2.3531], [-1.2045, -2.2533, -0.3482], [3.1277, 0.0035, 3.7321], [2.0791, 3.4044, -0.9633], [-2.5961, 2.6555, 0.0372], [0.5584, 5.0117, 0.8075], [4.8383, -0.6636, 1.2369], [-2.2214, 4.8694, -0.8301], [3.0757, 1.5956, 4.5176], [2.3956, 3.5056, 3.2957], [3.4621, 1.0413, 3.6609], [-2.4966, -1.3857, 1.5049], [-0.5544, -5.3230, -2.1169], [-5.1947, -1.1090, -1.3847], [2.9503, 0.8700, -1.3597], [2.3213, 2.9067, -0.0242], [-2.6567, -3.8986, -0.7749], [1.6139, 5.4438, 2.1611], [-4.0168, -0.7706, 0.3665], [4.9181, -3.2055, -2.0409], [1.9239, -4.1320, -1.8765], [3.8016, 0.1902, -1.3456], [1.7931, -5.3224, -2.6322], [-2.9516, 3.9936, -0.0339], [-5.2408, -1.0877, -2.7714], [-3.8081, 4.3524, 0.5239], [1.1469, -1.8496, -0.0259], [-2.9777, -0.2896, -2.8336], [3.0233, 1.6774, 2.3663], [3.6396, -0.4536, 1.2079], [4.2223, -3.8300, -2.2894], [-2.6171, 0.3685, 1.8427], [-4.0429, -0.7261, -0.7116], [-2.1957, -0.5845, 2.1805], [3.1441, 0.9894, 1.1599], [-0.0595, -0.1982, 0.9182], [1.5936, 5.0071, 1.1617], [-1.4963, 2.1988, -0.6804], [2.7032, -1.3660, 1.3190]],
  "e_lumo_ha": [-0.00945, -0.11322],
  "max_force_ev_per_a": 1.62,
  "total_energy_ha": -2226.005971,
  "de_lowest_kj_mol": 261.89,
  "multiplicity": 5,
  "orbital_gap_ev": [5.592, 5.212],
  "homo_energy_ev": [-5.85, -8.29],
  "s2": 6.029
}

{
  "formula": "C27H45N11O4PS",
  "method": "ωB97M-V/def2-TZVPD",
  "symbols": ["C", "H", "C", "H", "H", "C", "H", "H", "C", "C", "H", "C", "N", "C", "H", "H", "H", "H", "H", "C", "H", "N", "H", "H", "O", "H", "C", "H", "C", "N", "H", "N", "C", "C", "H", "H", "O", "C", "C", "H", "H", "O", "C", "N", "N", "H", "P", "C", "C", "H", "C", "C", "H", "N", "C", "H", "H", "H", "H", "H", "H", "C", "H", "S", "N", "H", "N", "H", "C", "C", "O", "H", "H", "H", "H", "C", "C", "H", "H", "H", "H", "C", "H", "H", "C", "H", "N", "H", "N"],
  "xyz": [[-6.8359, 2.2056, -1.6786], [-0.9048, 2.3912, -1.2241], [-3.0468, -0.4478, -2.3977], [2.2384, -2.6178, 7.2413], [-5.9984, 4.0010, -2.3740], [-5.7048, 3.3347, 3.0698], [2.9110, -6.9710, -3.1945], [1.4014, 1.7009, -1.2615], [3.3801, 2.5648, 1.1778], [-0.2115, -8.6753, -0.7228], [-0.0479, 3.8867, -1.6073], [1.5786, -1.5731, -2.0310], [0.6603, -4.7555, -3.1945], [1.1171, 2.0768, 4.0869], [-0.9591, -8.7395, 0.0656], [-0.7649, 3.2704, 1.3145], [6.1865, -4.0697, -5.5887], [3.7051, -5.4588, -2.7781], [0.9169, 1.7974, 0.4317], [-1.6478, 5.3642, 5.7342], [-5.5525, 3.5455, -0.7291], [-0.6994, 5.9988, 5.8543], [5.3805, 2.5841, -1.0843], [-4.7299, 4.4864, 1.6011], [-3.1313, 3.1635, -0.1982], [-0.3570, 4.8180, 0.5857], [6.9270, -4.1636, -4.7963], [1.5394, -3.7972, 6.1195], [6.5128, -5.1818, -3.8412], [2.0426, -7.8090, 0.2511], [2.8186, -6.3566, -1.5421], [-7.1914, 1.1347, -1.8868], [1.5054, 1.5528, 5.3834], [2.8244, -6.0681, -2.5920], [-0.0267, -3.7863, -6.9093], [0.7197, -1.0113, -2.3991], [4.6511, 2.5030, -1.7188], [0.4750, -1.9999, 6.2848], [1.0727, 2.3932, -0.4798], [3.1692, 1.5063, 1.0052], [-1.0909, -3.0654, -5.6893], [4.4700, 5.0304, -1.3759], [-4.4736, -0.7248, -2.4189], [-1.9258, -0.1991, -2.3801], [1.7786, -1.9148, -5.1545], [-3.7253, 5.0723, 5.8996], [3.6386, 3.7457, -1.8805], [0.8582, -2.3256, -5.7008], [-2.8345, 4.5404, 5.5684], [-0.0765, -9.6631, -1.1594], [2.0250, -1.0550, -0.7475], [-0.8652, 3.8658, 0.3934], [1.4596, 0.4657, 5.3733], [0.7794, 2.4799, 3.0652], [1.3079, -3.0419, 6.8682], [4.4328, 2.8163, 1.0369], [-5.0418, 0.1968, -2.5262], [1.2858, -2.6192, -1.9593], [0.8230, 1.9138, 6.1483], [2.5140, 1.8733, 5.6424], [-0.6559, -2.1410, -7.1340], [-0.2956, -2.8615, -6.4021], [-4.6070, 5.1208, 3.2375], [2.3998, 3.5217, -0.0173], [2.4418, -0.6683, 0.2510], [-4.7742, -1.2006, -1.4869], [-6.0199, 2.3106, 3.4812], [7.8833, -4.4351, -5.2395], [1.0492, -8.1914, -0.1785], [-6.3684, 3.5622, -1.4489], [-2.8088, 5.2941, 0.3422], [-0.5712, -7.9946, -1.4931], [4.9326, 5.0052, -0.5246], [-4.7356, -1.3833, -3.2451], [0.7836, -3.5166, 7.6955], [1.6102, -5.3430, -2.9248], [-0.2248, 3.1484, -0.8115], [-2.9587, 4.2689, 4.5219], [2.3698, -1.4956, -2.7746], [-2.7532, 3.6215, 6.1475], [-6.1182, 5.2727, 2.3467], [-5.2702, 4.6170, 2.5375], [-7.1718, 4.1881, -1.0639], [7.0317, -3.2017, -4.2980], [-2.3309, 4.2088, 0.1964], [-3.0551, 2.4332, 0.4404], [-0.2019, -1.1961, 5.8219], [2.9685, 2.8604, 2.1408], [6.1880, -5.9942, -3.0981]],
  "e_lumo_ha": -0.10363,
  "max_force_ev_per_a": 0.87,
  "total_energy_ha": -2698.370146,
  "de_lowest_kj_mol": 0.00,
  "total_charge": 1,
  "multiplicity": 1,
  "orbital_gap_ev": 10.226,
  "homo_energy_ev": -13.05
}

{
  "formula": "C28H84O25",
  "method": "ωB97M-V/def2-TZVPD",
  "symbols": ["H", "C", "H", "H", "O", "H", "C", "H", "H", "H", "O", "H", "O", "H", "H", "H", "O", "H", "H", "O", "H", "H", "H", "C", "C", "C", "H", "H", "H", "O", "C", "H", "H", "C", "H", "C", "C", "H", "H", "O", "O", "O", "O", "O", "H", "H", "H", "H", "H", "H", "H", "C", "H", "C", "O", "H", "H", "O", "C", "H", "C", "H", "H", "H", "H", "H", "C", "H", "O", "O", "H", "H", "H", "O", "H", "C", "H", "H", "H", "H", "H", "H", "H", "H", "H", "H", "H", "H", "C", "H", "C", "H", "H", "H", "H", "O", "O", "H", "C", "H", "O", "O", "H", "O", "C", "H", "O", "C", "H", "C", "O", "H", "H", "C", "H", "H", "H", "C", "H", "H", "H", "C", "H", "H", "C", "H", "H", "H", "O", "H", "C", "C", "H", "C", "O", "H", "H"],
  "xyz": [[-5.1756, -0.5035, 1.4611], [-3.4007, -0.9243, -4.0832], [-0.7976, 0.3666, 0.9293], [-1.9542, -3.0728, -2.9250], [1.0455, -4.6569, -1.3670], [-0.6098, -5.8135, 0.1368], [3.8515, -1.3230, 2.1933], [2.1223, -0.4229, -6.6618], [1.1994, -4.9895, -3.3858], [-0.2408, 3.3784, -1.0916], [-1.9100, -3.9277, -2.4733], [-2.3702, 5.6490, 3.3057], [4.3710, 0.3851, 0.4276], [-2.9717, -0.8420, -6.0601], [4.5041, -0.0059, -3.8393], [4.2743, -1.7618, 3.0986], [0.6924, 1.4102, -0.0984], [1.8100, 4.3245, 1.0481], [0.0791, 3.4815, -4.2391], [-2.8277, 1.1430, -5.2398], [1.0324, -0.9633, -1.0970], [-5.2001, 1.3260, -2.3686], [1.7057, 2.2294, -1.8819], [0.6470, -4.3976, -2.6522], [-3.4124, 1.9785, -1.2210], [-0.9778, 1.2217, 4.6405], [0.4191, 4.6563, -2.1703], [0.8916, -0.1545, 1.2049], [0.2978, -3.3323, 7.8144], [1.3609, 1.1312, -5.5460], [-3.4823, -1.9328, 2.0539], [-1.5103, -4.1701, 2.6871], [0.1373, 4.0092, 2.5437], [4.5603, 0.7420, -2.9799], [-0.9285, 4.8631, 1.2985], [1.2861, -0.1456, -6.0162], [2.7214, 3.1714, 2.6028], [-1.8275, 1.6952, 5.1925], [-0.6775, 2.0068, 3.9385], [1.6851, 2.2514, 2.4354], [1.7143, 3.1716, -2.0026], [3.3107, 0.4877, -2.2838], [0.1057, -3.9622, 7.0652], [-2.8774, -1.8667, 0.8337], [-2.5638, 0.2608, -0.6083], [1.3011, 1.8258, 0.5555], [1.3030, -1.7924, 5.8298], [2.7692, 2.7782, -3.6736], [-5.4764, 2.3595, -0.8680], [2.2386, 1.3423, -5.1182], [5.4985, 2.2298, -4.0591], [4.6609, 2.1230, -3.4018], [-2.5944, -2.7299, 0.5439], [0.1443, 0.2101, 0.4285], [-3.5000, 0.4870, 2.2282], [1.7091, -3.3710, 5.0886], [-1.9777, 1.0272, -4.7777], [-0.9933, -0.3598, -1.6736], [4.9128, -0.3821, 1.4663], [-1.7128, -1.0981, -3.0572], [1.2684, -1.1516, -4.8375], [-4.8329, 3.0295, -2.3885], [5.3733, 0.3718, -2.4233], [0.3956, -0.2651, -6.5412], [-1.0817, -2.6807, 5.8946], [-2.6552, 1.9490, -1.9798], [-0.8967, -4.8125, -2.9687], [-2.3018, -4.5540, -0.7818], [-1.2371, -0.0513, 4.0606], [-2.2952, -4.5042, 0.1854], [-1.1363, -5.6897, -2.4879], [5.7747, -0.9326, 1.0778], [-4.0804, -1.7753, -4.1085], [0.0972, -3.7745, 1.4868], [3.9523, 1.1507, 0.8583], [-3.4243, -0.1435, -5.3687], [-1.9915, -6.3372, 1.2157], [-4.1019, -2.8488, 2.0109], [0.2704, 0.4541, 6.4212], [-3.6874, -0.3750, -3.1684], [2.5147, -0.7036, -3.4272], [-3.2295, 2.9040, -0.6432], [0.4896, -4.0772, -0.8146], [3.6737, 2.7102, 2.9180], [-1.4809, 3.2821, -3.4180], [0.3323, 1.3316, -4.0574], [-0.8992, -4.9367, -4.0603], [-3.3007, 0.6947, 1.2881], [-1.7165, 4.7834, 3.3072], [2.9324, -0.7856, 2.3636], [-0.0007, -0.7750, -0.7110], [1.3189, -0.1814, 4.4139], [1.5759, 1.6734, 3.2286], [2.4445, 3.8442, 3.4341], [-4.4829, 0.0575, -5.4999], [1.4936, 0.7421, 4.7049], [-2.0232, -1.4659, -3.9337], [0.5033, 2.1178, 5.8463], [0.9257, -2.6745, 5.1925], [1.0536, -2.1423, -5.2843], [-1.2410, 4.4633, 4.6342], [-0.2525, 1.6333, -3.3207], [0.7494, -3.3289, -2.9640], [3.3016, 3.1757, 0.2780], [-4.3517, -0.6497, 2.2357], [3.6144, -2.2297, 1.5668], [2.5893, -1.1028, -4.2653], [-0.3946, 3.0716, -3.3231], [-0.6379, 0.4048, -2.1693], [-0.8427, -4.7032, 2.0084], [3.5659, 2.5320, -4.2132], [-4.9305, -0.6881, 3.1426], [4.7772, 2.7603, -2.4987], [2.7799, 3.9869, 1.3312], [-2.2936, 3.8806, 3.0341], [-2.8006, -1.9484, 2.9321], [3.5382, 0.2702, -1.3968], [-1.4785, -5.4238, 0.8125], [-0.4108, -1.7153, -0.2932], [-1.9150, -0.0456, 3.3988], [0.0563, 5.7909, 2.5226], [0.3147, 1.0631, 5.5180], [-0.2840, -5.4542, 2.5604], [-0.0981, -1.5022, 3.9522], [0.3024, 3.5930, -2.1020], [0.4462, -0.9144, -4.1088], [0.3753, -3.1069, 2.1285], [3.4665, 4.8083, 1.4839], [0.5604, -2.1845, 3.9086], [2.8411, 3.3621, -0.5476], [-4.8133, 2.1613, -1.7206], [-0.5119, 4.8731, 2.3651], [-0.5883, -4.1934, 5.1524], [-0.2499, -3.3932, 5.8156], [-3.2263, 0.8847, -0.3170], [-1.2503, 5.2993, 5.1259], [5.3673, 0.2907, 2.1969]],
  "e_lumo_ha": 0.01686,
  "max_force_ev_per_a": 4.25,
  "total_energy_ha": -2998.064985,
  "de_lowest_kj_mol": 0.00,
  "multiplicity": 1,
  "orbital_gap_ev": 9.787,
  "homo_energy_ev": -9.33
}

{
  "formula": "C15H14N2O5",
  "method": "ωB97M-V/def2-TZVPD",
  "symbols": ["H", "C", "C", "N", "H", "O", "C", "H", "H", "H", "C", "C", "C", "H", "O", "C", "C", "O", "H", "H", "H", "H", "O", "C", "C", "N", "C", "C", "H", "C", "O", "C", "H", "H", "H", "C"],
  "xyz": [[3.2859, -1.9062, 2.1095], [2.6678, 0.9761, 3.5050], [3.1653, -0.3047, 3.6065], [2.1757, -1.3234, -0.4131], [-5.9533, 1.5542, 0.7603], [-0.4553, -1.8475, -0.6951], [-2.0076, -0.0596, -0.9068], [1.8088, -0.0742, -2.8425], [1.5588, 3.1055, 2.6148], [-1.5542, 1.6316, -2.1374], [-2.9079, -0.6118, 0.0016], [-4.3011, 1.3339, -0.1842], [-2.2605, 1.2015, -1.4461], [2.1943, 2.8236, 0.9749], [2.0152, -2.9817, -1.9086], [-0.7957, -0.8269, -1.2539], [-3.3959, 1.8931, -1.0868], [-5.4054, 2.0476, 0.1369], [-2.6969, -1.5864, 0.4145], [2.5454, -2.0377, 0.2014], [-3.6092, 2.8699, -1.4904], [2.6150, 1.7468, 4.2496], [-0.1039, -0.2725, -2.2473], [2.9936, -0.9051, 2.3602], [2.0046, -0.0560, 0.1250], [2.2111, 1.1786, 2.2568], [1.7465, -1.8418, -1.6208], [1.1126, -0.8925, -2.6347], [0.6046, 2.2042, 1.4110], [1.6095, 2.3959, 1.7903], [1.5897, 0.8827, -0.5269], [-4.0480, 0.0764, 0.3590], [3.5996, -0.7505, 4.4787], [-4.7490, -0.3565, 1.0606], [0.9316, -1.4761, -3.5449], [2.3956, 0.0327, 1.5238]],
  "e_lumo_ha": 0.02177,
  "max_force_ev_per_a": 0.78,
  "total_energy_ha": -1065.755046,
  "de_lowest_kj_mol": 0.00,
  "multiplicity": 1,
  "orbital_gap_ev": 9.395,
  "homo_energy_ev": -8.80
}